(1)
The following is a DFT calculation (the ωB97M-V functional and the def2-TZVPD basis) of C31H50ClMnPTe as an isolated structure in a non-equilibrium geometry.

The geometry in XYZ format:
```
85
C31H50ClMnPTe | the OMol25 dataset | the ωB97M-V functional and the def2-TZVPD basis
Mn 0.796 1.794 0.393
Cl 1.642 1.929 -1.704
P 0.028 -0.753 -0.784
C 2.285 2.894 1.116
H 2.817 2.488 1.987
H 2.928 3.268 0.304
C -1.310 -1.953 -0.121
C 1.622 -1.750 -0.923
C -0.911 -2.632 1.192
H -2.118 -1.237 0.109
C -2.131 -3.285 1.857
H -0.151 -3.400 0.992
H -0.458 -1.915 1.892
C -2.853 -4.258 0.924
H -1.811 -3.809 2.763
H -2.826 -2.496 2.173
C -3.129 -3.657 -0.461
H -2.250 -5.170 0.808
H -3.802 -4.567 1.375
C -1.887 -2.998 -1.080
H -3.498 -4.434 -1.143
H -3.922 -2.897 -0.379
H -1.129 -3.770 -1.288
H -2.159 -2.555 -2.045
C -0.451 -0.453 -2.597
C 1.497 -3.241 -1.255
H 2.119 -1.234 -1.764
C 2.882 -3.804 -1.595
H 1.085 -3.780 -0.389
H 0.816 -3.431 -2.095
C 3.888 -3.585 -0.458
H 2.792 -4.874 -1.818
H 3.249 -3.311 -2.508
C 3.910 -2.143 0.065
H 3.643 -4.263 0.371
H 4.891 -3.860 -0.800
C 2.507 -1.568 0.316
H 4.488 -2.095 0.994
H 4.424 -1.502 -0.666
H 2.037 -2.077 1.172
H 2.582 -0.504 0.591
C -1.890 0.046 -2.737
H 0.207 0.400 -2.835
C -2.172 0.511 -4.172
H -2.592 -0.756 -2.469
H -2.078 0.871 -2.036
C -1.782 -0.528 -5.228
H -3.236 0.750 -4.268
H -1.616 1.440 -4.358
C -0.365 -1.084 -5.032
H -2.502 -1.359 -5.220
H -1.853 -0.078 -6.223
C -0.114 -1.557 -3.599
H -0.186 -1.922 -5.717
H 0.375 -0.306 -5.273
H -0.722 -2.451 -3.395
H 0.938 -1.854 -3.516
C -1.078 1.677 0.831
C 0.970 3.550 1.343
H -1.645 0.876 0.311
C 0.611 4.811 0.591
H 0.596 3.579 2.377
C -0.872 5.163 0.778
H 1.231 5.641 0.975
H 0.862 4.701 -0.474
C -1.796 4.087 0.200
H -1.093 5.298 1.849
H -1.079 6.127 0.289
C -1.981 2.851 1.115
H -2.786 4.548 0.070
H -1.453 3.803 -0.807
H -1.922 3.129 2.182
H -3.023 2.505 0.953
Te 0.012 0.629 2.568
C 0.682 1.973 4.142
C 2.020 2.147 4.529
C 2.369 3.296 5.263
C 1.387 4.238 5.607
C 0.037 3.998 5.301
C -0.324 2.833 4.605
H 2.771 1.407 4.247
H 3.407 3.453 5.571
H 1.663 5.149 6.149
H -0.744 4.696 5.616
H -1.367 2.602 4.379
```

As for the charge: -1. Its HOMO energy (alpha / beta) is -2.8 / -3.2 eV. For the HOMO-LUMO gap (alpha / beta), the calculation gives 5.3 / 5.7 eV. The total energy is -93383.294 eV. Its multiplicity is 5. The LUMO energy (alpha / beta) is 2.52 / 2.50 eV.


(2)
The following is a DFT calculation (the ωB97M-V functional and the def2-TZVPD basis) of C31H50ClPPm as an isolated structure in a non-equilibrium geometry.

The geometry in XYZ format:
```
84
C31H50ClPPm | the OMol25 dataset | the ωB97M-V functional and the def2-TZVPD basis
Pm -0.934 -0.751 2.192
Cl -2.022 -0.816 4.462
P 0.088 0.014 -0.427
C 1.310 0.181 2.096
H 1.992 0.969 1.740
H 1.976 -0.684 2.384
C -1.592 -0.508 -1.168
C 1.301 -1.339 -0.896
C -1.769 -0.119 -2.645
H -1.582 -1.613 -1.104
C -3.078 -0.677 -3.219
H -1.783 0.976 -2.735
H -0.931 -0.480 -3.261
C -4.302 -0.249 -2.399
H -3.189 -0.338 -4.257
H -3.020 -1.774 -3.244
C -4.126 -0.470 -0.897
H -4.513 0.810 -2.593
H -5.179 -0.808 -2.744
C -2.777 0.025 -0.333
H -4.937 0.024 -0.350
H -4.200 -1.544 -0.678
H -2.755 1.126 -0.342
H -2.798 -0.289 0.741
C 0.688 1.565 -1.284
C 2.742 -0.845 -0.683
H 1.109 -2.104 -0.125
C 3.744 -1.992 -0.842
H 2.982 -0.055 -1.411
H 2.817 -0.400 0.316
C 3.558 -2.746 -2.165
H 4.766 -1.597 -0.778
H 3.614 -2.693 -0.006
C 2.106 -3.168 -2.421
H 3.894 -2.103 -2.991
H 4.205 -3.633 -2.177
C 1.114 -2.005 -2.259
H 2.014 -3.592 -3.430
H 1.830 -3.963 -1.713
H 1.275 -1.278 -3.067
H 0.092 -2.386 -2.376
C -0.316 2.719 -1.132
H 1.583 1.815 -0.684
C 0.285 4.037 -1.640
H -1.229 2.494 -1.704
H -0.616 2.832 -0.079
C 0.871 3.941 -3.057
H -0.488 4.814 -1.614
H 1.074 4.351 -0.943
C 1.753 2.708 -3.270
H 0.048 3.928 -3.784
H 1.458 4.845 -3.264
C 1.124 1.413 -2.748
H 1.974 2.590 -4.335
H 2.714 2.856 -2.763
H 0.250 1.173 -3.366
H 1.838 0.590 -2.872
C -0.775 2.457 2.529
C 0.568 2.733 2.605
H -1.264 2.098 1.608
C 1.297 2.842 3.900
H 1.181 2.902 1.720
C 0.421 2.440 5.101
H 2.221 2.252 3.868
H 1.592 3.892 4.054
C -0.954 3.089 4.985
H 0.326 1.348 5.138
H 0.907 2.770 6.024
C -1.696 2.750 3.670
H -1.575 2.833 5.851
H -0.809 4.176 5.014
H -2.387 1.915 3.850
H -2.315 3.626 3.414
C -0.243 -5.675 2.160
C 0.211 -4.768 3.119
C 0.201 -3.377 2.819
C -0.269 -2.998 1.575
C -0.725 -3.863 0.601
C -0.708 -5.241 0.910
H -0.241 -6.744 2.384
H 0.572 -5.111 4.089
H 0.561 -2.654 3.562
H -1.084 -3.509 -0.373
H -1.062 -5.961 0.166
```

As for the charge: -1. Its HOMO energy (alpha / beta) is -1.3 / -1.4 eV. For the HOMO-LUMO gap (alpha / beta), the calculation gives 3.8 / 3.9 eV. The total energy is -71322.302 eV. Its multiplicity is 5. The calculation puts the energy above the lowest of the compared OMol25 structures with the same formula, charge and spin at 0.0 kJ/mol. The LUMO energy (alpha / beta) is 2.47 / 2.47 eV.


(3)
The following is a DFT calculation (the ωB97M-V functional and the def2-TZVPD basis) of a 3-piece molecular cluster, C31H50N3O7PS overall in a non-equilibrium geometry.

The geometry in XYZ format:
```
93
C31H50N3O7PS | the OMol25 dataset | the ωB97M-V functional and the def2-TZVPD basis
C 7.580 -1.662 2.233
C 7.840 -1.802 1.074
C 8.348 -1.815 -0.302
C 7.812 -0.685 -1.213
C 7.535 0.672 -0.506
C 6.066 1.044 -0.571
C 5.674 2.269 -0.914
N 6.548 3.330 -1.200
C 4.220 2.605 -1.019
O 3.798 3.723 -0.911
C 3.243 1.485 -1.297
C 1.928 1.845 -1.943
C 2.116 1.944 -3.455
O 3.165 2.246 -3.939
C 3.628 0.272 -0.948
P 2.571 -1.165 -1.224
O 1.863 -1.084 -2.688
O 3.412 -2.538 -1.235
S 1.228 -1.244 0.164
C 4.981 0.070 -0.265
O 5.083 -0.843 0.503
H 7.477 -1.431 3.260
H 8.011 -2.761 -0.742
H 9.435 -1.866 -0.323
H 6.913 -0.955 -1.769
H 8.586 -0.512 -1.965
H 7.955 0.742 0.499
H 8.036 1.440 -1.102
H 6.043 4.177 -0.937
H 7.322 3.284 -0.544
H 1.635 2.824 -1.548
H 1.124 1.139 -1.731
H 1.267 1.687 -4.120
H 2.047 -1.929 -3.124
H 2.864 -3.180 -0.762
C -4.095 -5.943 1.511
C -4.165 -4.676 2.389
C -4.659 -3.502 1.541
C -3.619 -3.031 0.528
C -2.299 -2.704 1.222
C -1.778 -3.807 2.150
N -2.843 -4.392 3.018
O -3.035 -3.595 4.023
C -1.114 -4.924 1.321
C -0.622 -3.227 2.973
C -5.220 -5.015 3.444
H -5.100 -6.300 1.281
H -3.619 -5.784 0.546
H -3.571 -6.749 2.026
H -4.924 -2.661 2.191
H -5.577 -3.783 1.018
H -3.465 -3.784 -0.250
H -3.989 -2.139 0.017
H -1.545 -2.472 0.466
H -2.442 -1.783 1.798
H -0.836 -5.766 1.957
H -0.201 -4.556 0.851
H -1.732 -5.300 0.507
H -0.911 -2.332 3.523
H 0.202 -2.935 2.320
H -0.236 -3.957 3.688
H -4.901 -5.857 4.061
H -6.157 -5.291 2.959
H -5.443 -4.174 4.099
C -3.793 5.454 0.301
C -2.498 4.799 -0.223
C -2.341 5.115 -1.711
C -3.353 4.374 -2.580
C -3.289 2.871 -2.319
C -3.368 2.481 -0.838
N -2.504 3.330 0.039
O -1.277 2.906 -0.042
C -4.829 2.551 -0.350
C -3.010 1.002 -0.721
C -1.385 5.497 0.561
H -3.671 6.536 0.361
H -4.657 5.298 -0.340
H -4.036 5.097 1.303
H -1.331 4.851 -2.042
H -2.442 6.191 -1.873
H -4.365 4.749 -2.405
H -3.136 4.567 -3.633
H -4.093 2.377 -2.869
H -2.353 2.494 -2.744
H -4.887 2.382 0.727
H -5.429 1.778 -0.832
H -5.328 3.491 -0.576
H -2.033 0.788 -1.154
H -3.733 0.387 -1.257
H -3.003 0.676 0.321
H -1.475 5.299 1.630
H -1.447 6.575 0.414
H -0.391 5.193 0.237
```

Its HOMO energy (alpha / beta) is -8.3 / -8.8 eV. For the HOMO-LUMO gap (alpha / beta), the calculation gives 7.3 / 7.8 eV. The total energy is -71880.284 eV. Its multiplicity is 3. The LUMO energy (alpha / beta) is -1.04 / -1.04 eV.